No. 1
Here is a molecular structure, C23H31N9OPS3Ta in a non-equilibrium geometry from the OMol25 dataset. Energies are from wB97M-V/def2-TZVPD.

Computed properties:
- gap between HOMO and LUMO (eV) = 6.62
- electronic energy (a.u.) = -3055.67002
- net charge = +2
- relative energy (zero: lowest compared OMol25 entry of this formula, charge and spin) (kJ/mol) = 62.5
- M (g/mol) = 757.69
- LUMO (eV) = -7.66

Last column: Löwdin charge in e.
Element x y z (Å)
1 Ta -0.145038 -0.156321 0.347713  1.232
2 S -2.096868 -1.434810 -0.415455  0.669
3 S -1.415095 -0.012167 2.439744  0.659
4 S -1.158067 1.602345 -1.021412  0.680
5 P 1.114666 -3.351633 0.139459  0.635
6 O 0.797588 -1.805686 0.238576  -0.511
7 N 2.146985 -3.638754 1.350152  -0.173
8 N -0.128635 2.377067 2.446610  0.009
9 N 0.575085 1.814972 1.465289  -0.186
10 N 2.028696 0.632637 -0.460413  -0.004
11 N -4.450299 3.144466 -0.370644  0.234
12 N -5.649451 -0.719267 0.155996  0.227
13 N 1.761040 -3.504270 -1.351657  -0.198
14 N -1.846971 2.138441 3.915736  0.146
15 N -0.212489 -4.247488 0.374736  -0.176
16 C -2.812464 1.177866 -0.629633  -0.692
17 C -2.318677 -4.839969 1.283347  -0.149
18 C -4.575262 -0.422567 -0.126873  -0.245
19 C 2.404084 1.849136 -0.015713  -0.252
20 C 4.060586 0.458082 -1.688698  -0.002
21 C -0.948258 -4.995697 -0.673367  -0.173
22 C 2.844616 -0.049120 -1.265237  -0.093
23 C 4.064273 -3.437358 2.702192  -0.150
24 C 2.642203 -4.610673 -1.757619  -0.162
25 C -1.971452 -5.790637 0.133343  -0.140
26 C 3.589720 2.437185 -0.433415  0.034
27 C -0.962748 -4.245332 1.656769  -0.171
28 C 3.770488 -4.926629 2.499656  -0.148
29 C 2.306766 -4.932819 2.062501  -0.163
30 C 1.570784 2.468072 0.992031  -0.051
31 C 4.428615 1.732381 -1.282915  0.008
32 C -3.731324 2.261279 -0.527556  -0.240
33 C -1.073405 1.654835 2.959220  -0.758
34 C 3.257109 -4.064820 -3.046228  -0.137
35 C -3.217415 -0.100047 -0.409574  -0.707
36 C 1.082831 -3.018154 -2.571438  -0.176
37 C 2.143866 -3.195983 -3.675022  -0.130
38 C 3.359366 -2.798508 1.512520  -0.178
39 H 2.073518 -5.523192 -1.961401  0.124
40 H 2.538964 -2.238158 -4.009950  0.107
41 H 1.697468 -3.678034 -4.541534  0.119
42 H 4.703379 -0.133841 -2.324315  0.124
43 H 2.055048 -5.779810 1.425824  0.122
44 H 0.760691 -1.982333 -2.446786  0.096
45 H -1.026441 -3.239038 2.077522  0.094
46 H -0.272393 -5.631031 -1.244830  0.115
47 H 3.989955 -2.858786 0.618731  0.117
48 H -1.714385 3.088237 4.230985  0.138
49 H -1.464114 -4.312452 -1.353411  0.097
50 H -2.836414 -6.053480 -0.470873  0.126
51 H 3.917943 -5.510771 3.404473  0.125
52 H 4.127376 -3.454895 -2.804039  0.109
53 H 3.085021 -1.754955 1.675799  0.107
54 H 0.199883 -3.620276 -2.795927  0.112
55 H -0.454963 -4.889223 2.377435  0.110
56 H 3.379284 -4.816271 -0.981398  0.116
57 H -2.578218 1.586750 4.330834  0.114
58 H 3.581110 -4.862837 -3.709429  0.122
59 H -1.522766 -6.706730 0.519292  0.125
60 H 2.509287 -1.030799 -1.573086  0.087
61 H 3.854007 3.426165 -0.084289  0.137
62 H 1.657422 -4.945044 2.939313  0.113
63 H 3.622020 -3.089744 3.636824  0.124
64 H 1.805995 3.454666 1.375828  0.154
65 H -2.998274 -4.062504 0.935615  0.097
66 H -2.774421 -5.344999 2.131533  0.126
67 H 4.411980 -5.333292 1.715983  0.118
68 H 5.365653 2.160055 -1.612811  0.134
69 H 5.127482 -3.209032 2.712537  0.123

Forces on atoms 1 to 3 (eV/Å):
Ta -0.8 1.7 0.4
S 0.9 0.5 0.4
S 0.4 -0.3 -0.8

***

No. 2
Here is 2 unconnected molecules or ions with the total composition C6H13NO2 in a non-equilibrium geometry from the OMol25 dataset. Energies are from wB97M-V/def2-TZVPD.

Computed properties:
- gap between HOMO and LUMO (eV) = 10.25
- electronic energy (a.u.) = -441.58036
- relative energy (zero: lowest compared OMol25 entry of this formula, charge and spin) (kJ/mol) = 261.6
- SMILES = C=NC(=O)C(C)(C)C.O
- M (g/mol) = 131.18
- LUMO (eV) = 0.47

Last column: Löwdin charge in e.
Element x y z (Å)
1 O -1.174642 0.446076 1.047844  0.076
2 O -4.042772 0.105765 0.886011  -0.071
3 N -0.865862 -1.131220 -0.554613  0.115
4 C 1.541755 -0.480655 -1.097308  -0.074
5 C 1.238679 1.692494 0.053965  0.011
6 C 1.451429 -0.525291 1.459968  0.004
7 C -0.500481 -0.135622 0.200312  -0.537
8 C -1.405679 -1.153861 -1.711836  0.080
9 C 0.944573 0.158071 0.108594  -0.497
10 H -1.683210 -2.070822 -2.127506  0.070
11 H 2.434810 -0.770595 1.459851  0.026
12 H 1.320488 0.350215 2.289545  0.140
13 H 0.757354 2.119319 -0.783415  0.086
14 H 1.536697 -1.527451 -1.283932  0.076
15 H 1.082708 -0.088442 -1.993954  0.080
16 H 2.628362 -0.195062 -1.024728  0.110
17 H -4.590633 0.662905 1.526860  0.077
18 H -1.525031 -0.157806 -2.156675  0.110
19 H -3.169438 0.286086 1.073404  -0.079
20 H 0.955589 2.150095 0.917945  0.054
21 H 2.230348 1.667602 -0.069294  0.041
22 H 0.834953 -1.401798 1.778968  0.101

Forces on atoms 1 to 3 (eV/Å):
O -0.6 -0.4 -0.6
O -4.7 0.5 0.6
N -2.6 -3.1 -2.4

***

No. 3
Here is a single C7H17N molecule in a non-equilibrium geometry from the OMol25 dataset. Energies are from wB97M-V/def2-TZVPD.

Computed properties:
- gap between HOMO and LUMO (eV) = 9.27
- electronic energy (a.u.) = -331.62553
- relative energy (zero: lowest compared OMol25 entry of this formula, charge and spin) (kJ/mol) = 119.1
- SMILES = CCCNCC(C)C
- M (g/mol) = 115.22
- LUMO (eV) = 1.10

Last column: Löwdin charge in e.
Element x y z (Å)
1 N 0.356641 1.115785 0.840509  -0.093
2 C 0.040361 -1.364321 0.633155  -0.411
3 C 0.195859 1.596256 -1.649575  -0.236
4 C -0.476939 1.656293 -0.267318  -0.236
5 C 0.803278 -2.687930 0.586365  -0.088
6 C 1.010749 -0.193404 0.785807  -0.224
7 C -0.839016 -1.423809 1.909184  -0.082
8 C -0.866192 1.576595 -2.719449  -0.115
9 H 0.830944 2.482790 -1.621140  0.110
10 H -1.458658 -2.318268 1.944184  0.073
11 H 0.831054 0.723032 -1.563741  0.081
12 H -0.632164 -1.223812 -0.214985  0.127
13 H -0.757716 2.609917 0.103371  0.102
14 H 1.533339 -2.738902 1.385908  0.077
15 H 1.302197 -2.887639 -0.366311  0.075
16 H -1.830461 1.966093 -2.396034  0.072
17 H 0.108774 -3.528037 0.680247  0.073
18 H -1.516228 -0.569936 1.976036  0.065
19 H 1.558791 -0.105462 -0.147688  0.094
20 H -1.390894 1.036216 -0.227986  0.103
21 H -1.211055 0.530951 -2.833505  0.074
22 H -0.129080 1.267060 1.712285  0.089
23 H -0.167337 -1.348001 2.757501  0.078
24 H 1.697964 -0.253574 1.626643  0.123
25 H -0.564918 1.772059 -3.746298  0.069

Forces on atoms 1 to 3 (eV/Å):
N 0.7 0.9 0.4
C -0.1 -0.6 1.8
C -0.3 1.1 2.0

***

No. 4
Here is a gas-phase ion, C3H6NO (charge +1) in a non-equilibrium geometry from the OMol25 dataset. Energies are from wB97M-V/def2-TZVPD.

Computed properties:
- gap between HOMO and LUMO (eV) = 10.47
- electronic energy (a.u.) = -247.58027
- net charge = +1
- relative energy (zero: lowest compared OMol25 entry of this formula, charge and spin) (kJ/mol) = 94.0
- SMILES = C=[N+](C)C=O
- M (g/mol) = 72.09
- LUMO (eV) = -6.31

Last column: Löwdin charge in e.
Element x y z (Å)
1 O 1.673552 -0.475236 2.203501  0.199
2 N 0.342155 -0.217180 0.298305  -0.087
3 C 1.111529 -1.053490 -0.310768  0.249
4 C 0.866829 0.150006 1.624947  -0.177
5 C -0.825346 0.484603 -0.272463  0.081
6 H 0.859916 -1.264953 -1.349353  0.143
7 H -1.339456 0.825519 0.627902  0.119
8 H -0.405401 1.321887 -0.709095  0.101
9 H 0.265053 0.984342 1.902903  0.143
10 H -1.221587 -0.270514 -0.847716  0.094
11 H 1.988879 -1.453727 0.176429  0.135

Forces on atoms 1 to 3 (eV/Å):
O 0.2 0.1 -0.2
N 2.8 -1.8 -0.3
C -1.3 0.8 -1.0

***

No. 5
Here is 14 unconnected molecules or ions with the total composition C7H40NO13 in a non-equilibrium geometry from the OMol25 dataset. Energies are from wB97M-V/def2-TZVPD.

Computed properties:
- gap between HOMO and LUMO (eV) = 9.47
- electronic energy (a.u.) = -1323.33508
- net charge = +1
- relative energy (zero: lowest compared OMol25 entry of this formula, charge and spin) (kJ/mol) = 146.0
- M (g/mol) = 346.39
- LUMO (eV) = -2.48

Last column: Löwdin charge in e.
Element x y z (Å)
1 O -1.966358 4.726555 1.163263  -0.061
2 O -1.415784 2.862830 3.195616  -0.075
3 O -2.656683 0.015806 -1.654686  -0.056
4 O -1.435754 -2.487517 -5.040824  -0.041
5 O -1.379194 -3.117880 -2.385958  -0.067
6 O -3.369229 2.693219 0.096381  -0.058
7 O 0.858791 1.641154 4.046471  -0.059
8 O 1.945434 -3.041389 -0.549987  -0.055
9 O -0.722128 -2.341683 1.440647  -0.075
10 O 0.060059 -2.421607 4.389127  -0.053
11 O -2.904950 -2.309693 -0.191170  -0.055
12 O -0.022708 -0.666862 -3.227022  -0.058
13 O -1.563230 0.514656 2.014875  -0.053
14 N 0.793188 -0.227675 2.128125  0.088
15 C 2.602450 2.656313 -0.539995  0.102
16 C 1.552981 0.381360 -0.058604  -0.141
17 C 2.008451 0.118845 1.366690  -0.124
18 C 2.594805 0.969729 -3.170834  0.042
19 C 4.166500 -0.168391 -1.591607  -0.042
20 C 3.072858 0.751422 -1.954125  -0.381
21 C 2.432709 1.357273 -0.809477  -0.315
22 H -2.288578 0.028140 1.617668  0.060
23 H 0.913546 1.152053 4.874975  0.062
24 H 0.947867 -0.937557 2.894698  0.144
25 H 0.475385 -0.377333 -4.004747  0.044
26 H -1.167138 -3.211831 -3.334218  0.020
27 H 1.916051 -2.892858 -1.503536  0.039
28 H -3.806511 -2.574538 0.034534  0.092
29 H 2.309686 1.100579 1.771179  0.124
30 H 2.811676 -0.630533 1.407880  0.142
31 H -1.888835 -0.542696 -1.844805  0.001
32 H -0.395521 -3.194158 1.109811  0.058
33 H 0.089861 -0.618092 1.478388  0.078
34 H -2.580610 -2.911720 -0.883868  0.041
35 H -1.190366 3.420608 2.398262  0.073
36 H -1.738336 3.521202 3.827810  0.090
37 H -1.883749 1.232409 2.587196  0.032
38 H 0.509724 0.719550 -0.106776  0.133
39 H -3.204349 -0.555773 -1.115759  0.002
40 H 2.185628 -3.976438 -0.477204  0.055
41 H 0.031925 2.164712 4.044526  0.015
42 H -3.956115 3.322358 -0.345372  0.063
43 H 2.127068 3.086743 0.331564  0.067
44 H -1.540789 -2.294211 0.884963  0.013
45 H 4.948861 -0.525935 -2.293440  0.097
46 H 1.548839 -0.568673 -0.631712  0.098
47 H 0.430965 -0.152797 -2.544569  0.015
48 H -0.487014 -2.484181 -5.217490  0.052
49 H -0.777337 -3.752856 -1.970175  0.050
50 H 3.311244 3.301823 -1.058042  0.086
51 H 3.044496 0.502126 -4.033581  0.071
52 H -2.878426 5.039585 1.190403  0.056
53 H -2.047625 4.056341 0.471284  0.016
54 H 4.753108 0.237719 -0.720094  0.112
55 H -0.289260 -3.168197 3.886753  0.038
56 H -0.708748 -1.868558 4.566992  0.044
57 H 3.800393 -1.170561 -1.321395  0.069
58 H 1.909298 1.751892 -3.501408  0.089
59 H -1.679393 -1.559348 -4.931223  0.056
60 H -3.419262 1.943077 -0.518037  0.032
61 H 0.166344 0.513820 2.567774  0.109

Forces on atoms 1 to 3 (eV/Å):
O 0.0 0.2 -0.2
O 0.4 1.0 -0.3
O 0.2 0.5 0.0